Molecular formula: C39H31F10N4OPS2Sc
Method: DFT, ωB97M-V/def2-TZVPD

```
! RIJCOSX wB97M-V def2-TZVPD def2/J DEFGRID3
* xyz -2 2
Sc -1.010 0.164 -1.054
C 0.192 -3.696 -2.083
C -0.194 -3.580 -0.640
N -1.368 -3.939 -0.287
N -1.650 -4.060 1.072
C -1.933 -3.033 1.786
S -1.915 -1.329 1.504
S -2.238 -3.484 3.524
C -0.547 -3.215 4.142
C 0.227 -4.473 4.438
C 0.149 -5.585 3.601
C 0.925 -6.705 3.848
C 1.787 -6.743 4.939
C 1.862 -5.645 5.783
C 1.084 -4.522 5.531
C 0.870 -3.087 0.278
C 1.519 -3.944 1.156
C 2.524 -3.486 1.997
C 2.875 -2.142 1.949
C 2.243 -1.271 1.077
C 1.233 -1.721 0.214
O 0.598 -0.890 -0.590
H -0.648 -4.057 -2.674
H 1.021 -4.404 -2.175
H 0.541 -2.747 -2.473
H -0.593 -2.589 5.035
H -0.031 -2.636 3.370
H -0.524 -5.547 2.751
H 0.862 -7.557 3.181
H 2.393 -7.621 5.129
H 2.527 -5.660 6.638
H 1.153 -3.660 6.187
H 1.209 -4.982 1.195
H 2.999 -4.161 2.698
H 3.645 -1.762 2.611
H 2.488 -0.217 1.066
C -6.490 -3.317 -2.204
C -5.239 -2.507 -2.003
C -5.172 -1.492 -1.057
C -3.988 -0.803 -0.881
N -2.894 -1.055 -1.601
C -2.958 -2.008 -2.528
C -4.100 -2.754 -2.754
H -7.262 -3.034 -1.489
H -6.280 -4.380 -2.078
H -6.885 -3.175 -3.211
H -6.024 -1.255 -0.433
H -3.901 -0.037 -0.121
H -2.063 -2.181 -3.105
H -4.084 -3.533 -3.506
F -0.346 -0.542 -3.108
P -0.058 -0.491 -4.775
F 0.081 1.106 -4.674
F -1.639 -0.349 -5.013
F -0.208 -2.099 -4.795
F 0.235 -0.462 -6.353
F 1.514 -0.645 -4.443
F -1.844 1.559 -2.033
C 1.220 2.099 -1.735
C 2.413 1.850 -1.050
C 3.413 1.015 -1.613
C 4.595 0.789 -0.951
C 4.825 1.382 0.299
C 3.835 2.181 0.892
C 2.650 2.404 0.234
C 6.068 1.165 0.974
N 7.076 1.006 1.509
H 1.048 1.684 -2.719
H 0.449 2.716 -1.294
H 3.214 0.542 -2.566
H 5.350 0.142 -1.379
H 4.006 2.601 1.875
H 1.862 2.982 0.700
F 1.034 2.979 7.902
C 1.381 3.789 6.885
F 0.928 5.027 7.211
F 2.732 3.886 6.918
C 0.869 3.329 5.562
C 0.200 2.118 5.422
C -0.259 1.719 4.179
C -0.062 2.528 3.050
C 0.617 3.744 3.211
C 1.080 4.138 4.451
C -0.534 2.084 1.783
C -0.849 1.533 0.740
H 0.042 1.484 6.284
H -0.773 0.775 4.046
H 0.768 4.376 2.345
H 1.602 5.081 4.563
*
```

Summary:
Kohn-Sham gap (spin up / spin down): 6.63 / 5.60 eV
energy above the lowest of the compared OMol25 structures with the same formula, charge and spin: 1.077 eV
LUMO level (spin up / spin down): 4.1 / 3.0 eV